Here is a molecular structure, C18H13B2Cl5F4N8V from the OMol25 dataset. Energies are from ωB97M-V with the def2-TZVPD basis set.

Each line ends with the Mulliken spin population.
Geometry (Å):
1 V -0.581 0.601 -1.344  2.517
2 C 1.228 -3.084 -0.411  0.003
3 C 0.636 -2.237 -1.327  0.024
4 N 0.439 -1.032 -0.756  -0.088
5 N 0.880 -1.102 0.490  -0.015
6 C 1.375 -2.332 0.733  0.020
7 B 0.818 0.130 1.401  0.025
8 N 1.470 1.274 0.604  0.027
9 C 2.261 2.310 0.955  0.010
10 C 2.492 3.075 -0.166  0.003
11 C 1.787 2.459 -1.177  0.007
12 N 1.160 1.376 -0.681  -0.073
13 N -0.660 0.529 1.544  0.024
14 C -1.405 0.698 2.655  0.035
15 C -2.671 1.077 2.268  0.004
16 C -2.629 1.126 0.890  -0.006
17 N -1.393 0.792 0.472  -0.049
18 N 1.465 -0.205 2.783  0.002
19 C 2.644 0.189 3.315  0.000
20 C 2.799 -0.415 4.542  0.000
21 C 1.676 -1.190 4.706  0.000
22 N 0.891 -1.058 3.623  0.000
23 H 1.518 -4.115 -0.561  0.001
24 H 0.370 -2.481 -2.346  -0.002
25 H 1.813 -2.664 1.665  0.001
26 H 2.629 2.542 1.939  0.001
27 H 3.082 3.979 -0.234  0.000
28 H 1.721 2.786 -2.206  0.002
29 H -1.067 0.567 3.673  0.003
30 H -3.516 1.294 2.908  0.001
31 H -3.446 1.391 0.233  -0.005
32 H 3.376 0.833 2.866  0.000
33 H 3.633 -0.315 5.224  0.000
34 H 1.450 -1.823 5.554  0.000
35 Cl 0.153 0.085 -3.548  -0.007
36 C -0.953 -1.180 -3.235  -0.045
37 C -1.550 -1.130 -1.990  0.018
38 C -2.470 -2.103 -1.613  0.121
39 Cl -3.151 -1.943 -0.036  0.008
40 C -2.801 -3.143 -2.493  -0.029
41 Cl -3.952 -4.351 -2.008  -0.003
42 C -2.192 -3.193 -3.763  0.060
43 Cl -2.590 -4.476 -4.871  0.009
44 C -1.262 -2.203 -4.137  -0.041
45 Cl -0.495 -2.238 -5.695  -0.002
46 F -1.926 4.470 -1.507  -0.001
47 B -0.574 3.963 -1.677  -0.054
48 F -0.086 4.319 -3.000  0.000
49 F 0.293 4.549 -0.667  0.000
50 F -0.577 2.517 -1.534  -0.076
51 H -2.110 1.079 -2.055  0.573

As for the total charge: 0. As for the gap between HOMO and LUMO (alpha / beta): 0.336 / 0.207 hartree. For the highest occupied orbital energy (alpha / beta), the calculation gives -9.3 / -9.4 eV. Its multiplicity is 4.

***

Here is 14 unconnected molecules or ions with the total composition C5H38N2O14 from the OMol25 dataset. Energies are from ωB97M-V with the def2-TZVPD basis set.

Each line ends with the Mulliken charge.
Geometry (Å):
1 C 0.181 2.583 1.594  -0.765
2 N 1.494 1.972 1.266  0.122
3 C 1.646 1.434 0.047  -0.115
4 O 0.992 1.634 -0.980  -0.441
5 C -0.481 1.781 2.907  -0.260
6 C -1.941 2.260 3.067  -1.102
7 N -0.507 0.347 2.392  0.179
8 C -1.182 -0.709 3.124  -0.958
9 H -0.591 2.302 0.837  0.113
10 H 0.135 3.602 1.885  0.352
11 H 1.927 1.535 2.085  0.371
12 H 2.527 0.808 -0.152  0.428
13 H 0.059 1.825 3.795  0.642
14 H -2.127 3.273 2.767  0.392
15 H -2.595 1.661 2.283  0.173
16 H -2.320 1.996 4.004  0.405
17 H -0.812 0.437 1.415  -0.108
18 H -2.055 -0.931 2.534  0.391
19 H -1.423 -0.347 4.192  0.285
20 H -0.467 -1.447 3.444  0.120
21 H 1.030 -1.176 -3.365  0.391
22 H 1.879 -1.886 -4.439  0.281
23 O 1.750 -1.869 -3.492  -0.673
24 H 1.940 -2.164 0.887  0.276
25 H 1.027 -0.990 1.269  0.134
26 O 1.710 -1.539 1.629  -0.328
27 H 1.718 -4.056 2.417  0.245
28 H 1.733 -2.731 3.284  0.324
29 O 2.172 -3.618 3.133  -0.631
30 H -0.606 -1.555 -3.597  0.283
31 H -1.417 -0.435 -2.983  0.458
32 O -0.770 -0.614 -3.760  -0.703
33 H -0.282 3.973 -2.091  0.251
34 H -0.159 2.834 -1.043  0.299
35 O -0.735 3.208 -1.753  -0.627
36 H -1.784 1.758 -4.168  0.356
37 H -2.890 2.685 -3.439  0.309
38 O -2.709 1.813 -3.862  -0.675
39 H -2.634 0.920 -0.020  0.364
40 H -4.090 0.371 0.384  0.259
41 O -3.267 0.776 0.703  -0.588
42 H -0.828 0.261 -1.117  0.248
43 H -1.620 1.318 -2.182  0.369
44 O -1.601 0.488 -1.646  -0.764
45 H 2.993 -0.253 2.149  0.351
46 H 4.242 0.494 2.831  0.273
47 O 3.372 0.561 2.439  -0.655
48 H 0.707 2.277 -3.770  0.295
49 H 0.170 1.864 -5.189  0.278
50 O -0.044 2.288 -4.357  -0.587
51 H -0.575 -4.012 -0.910  0.371
52 H -1.595 -3.691 -2.136  0.291
53 O -0.983 -3.330 -1.468  -0.581
54 H 1.914 -2.526 -1.361  0.310
55 H 2.660 -1.164 -1.389  0.283
56 O 2.625 -2.029 -0.939  -0.625
57 H 0.360 -4.797 0.977  0.282
58 H 1.401 -5.030 -0.262  0.318
59 O 0.725 -4.447 0.129  -0.681

As for the total charge: 0. As for the gap between HOMO and LUMO: 0.316 hartree. For the highest occupied orbital energy, the calculation gives -8.6 eV. For the energy above the lowest of the compared OMol25 structures with the same formula, charge and spin, the calculation gives 537.4 kJ/mol.

***

Here is a single C6H8 molecule from the OMol25 dataset. Energies are from ωB97M-V with the def2-TZVPD basis set.

Each line ends with the Mulliken charge.
Geometry (Å):
1 C 2.330 -0.278 -2.111  -0.069
2 C 1.503 0.044 -1.311  -0.713
3 C 0.401 0.096 -0.179  0.656
4 C 0.489 1.229 0.781  -1.238
5 C -0.604 -0.768 -0.139  -0.202
6 C -1.728 -0.859 0.758  -1.031
7 H 2.827 -0.071 -2.969  0.369
8 H 1.464 1.704 0.738  0.374
9 H -0.305 1.953 0.406  0.262
10 H 0.310 1.038 1.857  0.337
11 H -0.650 -1.499 -0.907  0.424
12 H -2.120 -1.922 0.858  0.316
13 H -2.462 0.018 0.417  0.217
14 H -1.454 -0.686 1.802  0.298

As for the total charge: 0. As for the gap between HOMO and LUMO: 0.364 hartree. For the highest occupied orbital energy, the calculation gives -9.0 eV. For the energy above the lowest of the compared OMol25 structures with the same formula, charge and spin, the calculation gives 250.8 kJ/mol.